[1]
{"formula": "C40H50BiCl2N4OP2Si2", "method": "ωB97M-V/def2-TZVPD", "species": ["Bi", "C", "Si", "C", "C", "N", "P", "C", "P", "N", "Si", "C", "C", "C", "C", "C", "C", "C", "C", "C", "C", "C", "C", "C", "C", "C", "C", "C", "C", "C", "C", "C", "C", "C", "C", "C", "C", "C", "H", "H", "H", "H", "H", "H", "H", "H", "H", "H", "H", "H", "H", "H", "H", "H", "H", "H", "H", "H", "H", "H", "H", "H", "H", "H", "H", "H", "H", "H", "H", "H", "H", "H", "H", "H", "H", "H", "C", "C", "O", "N", "C", "C", "C", "C", "C", "C", "N", "H", "H", "H", "H", "H", "H", "H", "H", "H", "H", "Cl", "C", "Cl", "H", "H"], "coordinates": [[0.619, -0.658, -0.488], [0.442, -3.801, 2.493], [-0.927, -3.235, 1.328], [-0.705, -4.105, -0.331], [-2.648, -3.616, 1.990], [-0.803, -1.528, 0.934], [-0.918, -0.213, 1.931], [0.124, 0.982, 1.142], [-0.514, 1.936, -0.183], [-0.878, 0.827, -1.343], [-2.070, 0.711, -2.607], [-3.745, 1.388, -2.070], [-1.557, 1.603, -4.190], [-2.173, -1.136, -2.967], [-1.803, 3.191, 0.027], [-1.904, 4.234, -0.893], [-2.936, 5.151, -0.784], [-3.864, 5.039, 0.243], [-3.740, 4.029, 1.185], [-2.708, 3.110, 1.080], [0.952, 2.836, -0.786], [1.083, 3.161, -2.136], [2.231, 3.786, -2.597], [3.265, 4.072, -1.716], [3.142, 3.751, -0.372], [1.987, 3.141, 0.096], [-2.685, -0.014, 2.271], [-3.147, 0.523, 3.472], [-4.509, 0.688, 3.670], [-5.406, 0.331, 2.672], [-4.945, -0.190, 1.471], [-3.586, -0.365, 1.269], [-0.149, -0.574, 3.534], [1.149, -0.133, 3.777], [1.789, -0.480, 4.957], [1.131, -1.248, 5.907], [-0.166, -1.682, 5.675], [-0.801, -1.356, 4.488], [0.790, -4.798, 2.215], [0.107, -3.845, 3.530], [1.292, -3.117, 2.443], [-0.864, -5.179, -0.207], [0.300, -3.961, -0.734], [-1.427, -3.744, -1.068], [-2.728, -4.671, 2.262], [-3.407, -3.408, 1.233], [-2.899, -3.026, 2.874], [-3.787, 2.473, -2.184], [-3.963, 1.158, -1.026], [-4.540, 0.960, -2.686], [-1.612, 2.690, -4.090], [-2.234, 1.320, -5.000], [-0.544, 1.338, -4.503], [-2.241, -1.715, -2.040], [-1.291, -1.467, -3.521], [-3.052, -1.368, -3.573], [-1.177, 4.327, -1.689], [-3.015, 5.963, -1.494], [-4.676, 5.751, 0.315], [-4.444, 3.959, 2.005], [-2.593, 2.338, 1.819], [0.289, 2.903, -2.827], [2.327, 4.046, -3.644], [4.169, 4.545, -2.078], [3.949, 3.980, 0.313], [1.872, 2.891, 1.143], [-2.444, 0.813, 4.242], [-4.874, 1.095, 4.604], [-6.469, 0.458, 2.832], [-5.648, -0.462, 0.693], [-3.204, -0.777, 0.343], [1.631, 0.484, 3.032], [2.802, -0.145, 5.143], [1.629, -1.503, 6.834], [-0.683, -2.273, 6.420], [-1.808, -1.708, 4.295], [4.647, -0.570, 2.196], [3.898, -1.229, 1.067], [2.678, -1.406, 1.121], [4.680, -1.669, 0.058], [4.180, -2.206, -1.196], [4.393, -1.194, -2.302], [5.369, -1.385, -3.271], [5.573, -0.395, -4.221], [4.800, 0.753, -4.170], [3.855, 0.861, -3.162], [3.658, -0.082, -2.245], [4.030, 0.210, 2.637], [5.589, -0.140, 1.861], [4.856, -1.315, 2.965], [5.671, -1.504, 0.107], [3.123, -2.425, -1.054], [4.704, -3.131, -1.436], [5.949, -2.298, -3.284], [6.326, -0.522, -4.987], [4.924, 1.547, -4.893], [3.227, 1.742, -3.068], [-0.454, -3.717, -5.830], [-0.132, -4.144, -4.148], [1.096, -3.074, -3.432], [0.247, -5.157, -4.106], [-1.048, -4.029, -3.581]], "largest_force_ev_per_a": 1.3, "e_tot_ev": -115516.91377, "total_charge": 1, "orbital_gap_ha": 0.2902, "molar_mass_g_mol": 1000.87}

***

[2]
{"formula": "C45H90O45", "method": "ωB97M-V/def2-TZVPD", "species": ["C", "O", "C", "O", "O", "C", "H", "H", "H", "H", "H", "H", "C", "O", "C", "O", "O", "C", "H", "H", "H", "H", "H", "H", "C", "O", "C", "O", "O", "C", "H", "H", "H", "H", "H", "H", "C", "O", "C", "O", "O", "C", "H", "H", "H", "H", "H", "H", "C", "O", "C", "O", "O", "C", "H", "H", "H", "H", "H", "H", "C", "O", "C", "O", "O", "C", "H", "H", "H", "H", "H", "H", "C", "O", "C", "O", "O", "C", "H", "H", "H", "H", "H", "H", "C", "O", "C", "O", "O", "C", "H", "H", "H", "H", "H", "H", "C", "O", "C", "O", "O", "C", "H", "H", "H", "H", "H", "H", "C", "O", "C", "O", "O", "C", "H", "H", "H", "H", "H", "H", "C", "O", "C", "O", "O", "C", "H", "H", "H", "H", "H", "H", "C", "O", "C", "O", "O", "C", "H", "H", "H", "H", "H", "H", "C", "O", "C", "O", "O", "C", "H", "H", "H", "H", "H", "H", "C", "O", "C", "O", "O", "C", "H", "H", "H", "H", "H", "H", "C", "O", "C", "O", "O", "C", "H", "H", "H", "H", "H", "H"], "coordinates": [[1.194, 6.062, -1.283], [1.005, 4.813, -1.796], [0.099, 4.610, -2.653], [-0.739, 5.458, -3.057], [-0.039, 3.295, -2.754], [-0.975, 2.717, -3.598], [0.853, 6.926, -1.854], [2.278, 6.084, -1.176], [0.928, 6.027, -0.227], [-2.023, 2.914, -3.375], [-0.788, 1.700, -3.255], [-0.727, 2.687, -4.659], [1.927, 2.728, -5.585], [2.324, 2.246, -4.366], [3.310, 1.292, -4.300], [4.039, 0.871, -5.201], [3.557, 1.021, -3.049], [4.593, 0.101, -2.630], [1.559, 3.752, -5.639], [1.074, 2.113, -5.872], [2.672, 2.584, -6.367], [4.095, -0.737, -2.143], [5.218, 0.592, -1.884], [5.105, -0.513, -3.371], [-4.646, -3.296, 6.353], [-3.782, -3.446, 5.293], [-3.862, -2.725, 4.161], [-4.742, -1.843, 3.967], [-2.847, -2.970, 3.381], [-2.795, -2.328, 2.077], [-4.455, -2.400, 6.943], [-4.300, -4.125, 6.971], [-5.705, -3.386, 6.110], [-1.835, -2.631, 1.659], [-2.809, -1.239, 2.047], [-3.674, -2.759, 1.597], [4.237, -2.814, -4.528], [3.502, -3.510, -3.570], [3.864, -3.653, -2.314], [4.859, -3.153, -1.808], [2.881, -4.339, -1.736], [3.027, -4.736, -0.318], [4.019, -3.269, -5.495], [5.319, -2.772, -4.402], [3.909, -1.779, -4.629], [3.834, -4.191, 0.172], [3.273, -5.797, -0.308], [2.119, -4.594, 0.269], [5.095, 6.193, 1.223], [4.415, 5.150, 0.732], [4.791, 4.639, -0.518], [5.760, 4.956, -1.200], [4.105, 3.508, -0.876], [3.088, 2.883, -0.140], [6.176, 6.216, 1.089], [5.061, 6.146, 2.311], [4.578, 7.127, 0.999], [2.469, 2.267, -0.793], [2.421, 3.669, 0.213], [3.579, 2.362, 0.682], [2.990, 4.439, 4.154], [3.457, 3.155, 4.476], [3.114, 2.190, 3.721], [2.417, 2.324, 2.758], [3.550, 1.029, 4.340], [3.307, -0.266, 3.896], [3.337, 4.592, 3.132], [3.308, 5.253, 4.805], [1.900, 4.448, 4.127], [2.558, -0.439, 3.123], [2.981, -0.984, 4.648], [4.157, -0.785, 3.452], [-0.254, -0.182, 3.959], [0.451, -1.191, 4.664], [0.254, -1.471, 6.010], [-0.480, -0.821, 6.792], [0.833, -2.687, 6.247], [0.395, -3.547, 7.239], [-0.544, 0.628, 4.627], [-1.207, -0.577, 3.608], [0.331, 0.254, 3.149], [-0.588, -3.266, 7.618], [0.981, -3.370, 8.141], [0.268, -4.616, 7.069], [-1.242, 3.127, 0.565], [-2.670, 2.899, 0.647], [-3.214, 2.262, 1.682], [-2.583, 1.801, 2.618], [-4.553, 2.021, 1.454], [-5.440, 1.726, 2.586], [-0.791, 3.631, -0.290], [-0.895, 2.110, 0.748], [-0.892, 3.652, 1.454], [-5.614, 2.553, 3.274], [-5.211, 0.723, 2.948], [-6.421, 1.653, 2.115], [0.162, -2.513, -8.657], [0.123, -2.580, -7.225], [0.454, -1.466, -6.458], [0.944, -0.383, -6.891], [0.229, -1.720, -5.209], [0.774, -0.853, -4.287], [1.039, -1.950, -8.977], [-0.772, -2.199, -9.124], [0.319, -3.498, -9.095], [0.484, 0.168, -4.534], [1.860, -0.952, -4.292], [0.453, -0.854, -3.246], [-5.151, 3.677, -0.838], [-6.144, 4.485, -1.200], [-6.783, 4.399, -2.439], [-6.484, 3.555, -3.305], [-7.702, 5.381, -2.423], [-8.428, 5.715, -3.569], [-5.787, 2.946, -0.339], [-4.627, 4.203, -0.039], [-4.463, 3.096, -1.451], [-8.001, 5.474, -4.542], [-8.728, 6.763, -3.568], [-9.325, 5.099, -3.506], [-2.249, -0.166, -1.171], [-0.856, 0.092, -1.185], [-0.041, -0.788, -0.579], [-0.342, -1.709, 0.153], [1.141, -0.236, -0.623], [2.302, -0.693, 0.137], [-2.771, 0.656, -1.661], [-2.533, -0.114, -0.120], [-2.581, -1.111, -1.600], [2.004, -0.965, 1.149], [3.071, 0.071, 0.253], [2.626, -1.646, -0.281], [-7.101, -0.337, -3.299], [-7.218, -0.929, -2.028], [-6.354, -0.888, -1.024], [-5.406, -0.071, -0.988], [-6.808, -1.621, -0.041], [-6.388, -1.358, 1.291], [-7.239, 0.739, -3.202], [-7.825, -0.765, -3.992], [-6.145, -0.469, -3.807], [-5.310, -1.331, 1.135], [-6.584, -2.189, 1.969], [-6.789, -0.396, 1.612], [-5.694, -3.848, -2.609], [-4.662, -3.763, -1.667], [-3.461, -4.245, -1.992], [-3.103, -4.567, -3.096], [-2.679, -4.096, -0.969], [-1.301, -4.583, -0.961], [-5.676, -4.921, -2.802], [-5.334, -3.283, -3.469], [-6.746, -3.666, -2.388], [-0.628, -3.952, -1.542], [-1.295, -5.517, -1.524], [-0.903, -4.854, 0.017], [6.379, -2.521, 1.598], [6.963, -1.346, 1.955], [6.319, -0.190, 1.645], [5.281, -0.215, 1.037], [7.030, 0.917, 2.005], [6.334, 2.215, 2.058], [6.553, -2.708, 0.538], [5.296, -2.471, 1.704], [6.753, -3.390, 2.140], [5.745, 2.270, 2.974], [5.667, 2.273, 1.198], [7.060, 3.023, 2.155], [4.484, -3.676, 5.056], [3.125, -3.811, 4.756], [2.699, -3.852, 3.513], [3.360, -3.761, 2.467], [1.379, -3.962, 3.590], [0.628, -3.807, 2.492], [4.828, -4.678, 5.313], [4.673, -3.073, 5.944], [5.075, -3.288, 4.226], [0.849, -4.714, 1.930], [0.890, -2.932, 1.897], [-0.400, -3.743, 2.849]], "largest_force_ev_per_a": 7.4, "e_tot_ev": -140253.44081, "orbital_gap_ha": 0.3795, "molar_mass_g_mol": 1351.17}

***

[3]
{"formula": "C2H3NO6", "method": "ωB97M-V/def2-TZVPD", "species": ["C", "C", "O", "O", "H", "H", "H", "N", "O", "O", "O", "O"], "coordinates": [[-2.706, -5.444, -3.701], [-4.048, -5.323, -4.605], [-5.040, -5.052, -3.896], [-3.870, -5.515, -5.823], [-1.846, -5.679, -4.314], [-2.554, -4.505, -3.181], [-2.861, -6.217, -2.955], [0.464, -5.579, 1.537], [1.527, -5.282, 0.900], [-0.574, -4.906, 1.295], [1.114, -5.776, -1.117], [-0.057, -5.513, -0.779]], "s_squared": 3.017, "largest_force_ev_per_a": 7.1, "e_tot_ev": -15885.32501, "orbital_gap_ha": [0.3570, 0.2127], "molar_mass_g_mol": 137.05, "multiplicity": 3}

***

[4]
{"formula": "CN4OS", "method": "ωB97M-V/def2-TZVPD", "species": ["C", "N", "N", "N", "N", "O", "S"], "coordinates": [[0.283, 0.224, -1.122], [0.575, -0.863, 1.951], [-0.018, -0.841, -0.809], [-0.530, -0.860, 2.211], [-1.566, -0.958, 2.703], [0.560, 1.568, -3.241], [0.696, 1.731, -1.693]], "largest_force_ev_per_a": 3.9, "e_tot_ev": -19876.27312, "total_charge": -2, "orbital_gap_ha": 0.1930, "molar_mass_g_mol": 116.10}

***

ΔE to the lowest compared entry with this formula, charge and spin across the listed records, respectively: 59.5 898.2 455.0 85.1 kJ/mol.